A cluster of 2 separate species, C25H37FP in total, computed with ωB97M-V/def2-TZVPD.

Geometry (Å):
1 C 4.29 0.43 2.80
2 C 2.94 0.86 2.24
3 C 2.48 -0.06 1.10
4 C 1.06 0.22 0.58
5 P -0.25 0.39 1.91
6 C -1.55 1.11 0.80
7 C -1.96 2.55 1.09
8 C -2.59 2.78 2.46
9 C -3.21 4.17 2.58
10 C -0.89 -1.36 1.87
11 C -2.26 -1.56 2.51
12 C -2.74 -3.02 2.44
13 C -3.31 -3.47 1.09
14 H 4.69 1.20 3.47
15 H 4.22 -0.52 3.35
16 H 5.01 0.30 1.98
17 H 2.19 0.88 3.04
18 H 2.98 1.89 1.87
19 H 3.18 0.03 0.27
20 H 2.53 -1.10 1.44
21 H 1.04 1.16 0.01
22 H 0.78 -0.58 -0.12
23 H -1.16 1.06 -0.22
24 H -2.44 0.48 0.84
25 H -1.09 3.22 0.99
26 H -2.68 2.86 0.32
27 H -3.36 2.02 2.64
28 H -1.83 2.64 3.24
29 H -3.72 4.28 3.54
30 H -2.44 4.96 2.49
31 H -3.95 4.31 1.79
32 H -0.90 -1.68 0.82
33 H -0.14 -1.95 2.42
34 H -2.21 -1.26 3.57
35 H -3.03 -0.92 2.06
36 H -1.90 -3.68 2.70
37 H -3.51 -3.17 3.20
38 H -3.68 -4.49 1.17
39 H -4.15 -2.85 0.77
40 H -2.54 -3.45 0.30
41 F 0.47 2.66 9.41
42 C 0.58 1.94 8.24
43 C 1.73 2.08 7.47
44 C 1.85 1.29 6.33
45 C 0.91 0.26 6.04
46 C 1.21 -0.78 5.08
47 C 1.24 -2.15 5.41
48 C 1.82 -3.11 4.50
49 C 1.87 -4.45 4.82
50 C 1.33 -4.92 6.04
51 C 0.79 -4.00 6.95
52 C 0.76 -2.65 6.66
53 C -0.28 0.23 6.82
54 C -0.47 1.10 7.89
55 H 2.51 2.78 7.78
56 H 2.72 1.41 5.68
57 H 1.56 -0.51 4.09
58 H 2.22 -2.74 3.55
59 H 2.30 -5.16 4.12
60 H 1.31 -5.99 6.26
61 H 0.37 -4.34 7.90
62 H 0.36 -1.95 7.39
63 H -1.06 -0.49 6.56
64 H -1.39 1.08 8.46

Calculated values
Total charge ... +1

Löwdin population analysis, charges in e, atoms 1 to 2: C -0.11; C -0.31

The molecule C3H6N2O, computed with ωB97M-V/def2-TZVPD.

Geometry (Å):
1 C 1.49 -0.11 0.09
2 C -0.80 -1.13 0.14
3 C -0.38 1.19 -0.11
4 H 2.05 -0.30 1.13
5 H 1.79 -1.07 -0.60
6 H 2.03 0.90 -0.22
7 H -0.43 -2.13 0.06
8 H -2.39 0.10 -0.23
9 H 0.29 2.13 -0.42
10 N 0.11 0.05 -0.03
11 N -2.06 -0.93 -0.06
12 O -1.69 1.29 0.24

Calculated values
Structure (SMILES) ... [H]/N=C\N(C)C=O

Löwdin population analysis, charges in e, atoms 1 to 2: C -0.11; C -0.14

A structure of composition C17H23ClIrN2, computed with ωB97M-V/def2-TZVPD.

Geometry (Å):
1 C 0.06 0.35 -4.88
2 C 1.42 0.80 -4.52
3 C -0.19 -1.09 -5.06
4 C -1.08 1.26 -4.66
5 Cl -0.27 -0.36 -1.71
6 H -0.16 -1.16 -6.16
7 H -1.17 -1.44 -4.72
8 H 0.58 -1.75 -4.65
9 H 1.80 1.10 -5.51
10 H 2.08 0.01 -4.12
11 H 1.46 1.67 -3.85
12 H -1.23 1.64 -5.68
13 H -0.87 2.11 -4.00
14 H -2.01 0.77 -4.33
15 C 1.22 -1.31 1.97
16 C 0.90 -2.48 1.18
17 C 1.29 -2.19 -0.16
18 H 0.42 -3.37 1.55
19 C 1.88 -0.89 -0.20
20 C 1.80 -0.32 1.09
21 H 2.13 0.67 1.40
22 H 1.03 -1.17 3.02
23 H 1.08 -2.84 -1.00
24 H 2.26 -0.36 -1.06
25 C -1.65 0.85 1.26
26 C -1.71 -0.31 2.10
27 C -2.21 -1.41 1.32
28 H -1.40 -0.35 3.14
29 C -2.45 -0.92 0.00
30 C -2.13 0.48 -0.02
31 H -2.16 1.16 -0.86
32 H -1.28 1.83 1.55
33 H -2.35 -2.43 1.67
34 H -2.71 -1.54 -0.84
35 Ir -0.28 -0.73 0.51
36 N 0.09 2.06 5.73
37 C 1.43 1.72 5.74
38 C 1.65 0.95 4.64
39 N 0.46 0.80 3.96
40 C -0.48 1.48 4.61
41 H -0.41 2.61 6.41
42 H 2.12 2.02 6.48
43 H 2.54 0.49 4.27
44 H -1.52 1.61 4.39

Calculated values
Spin multiplicity ... 6
<S²> ... 8.7694
Total charge ... +2

Löwdin population analysis, charges in e, atoms 1 to 2: C -0.47; C -0.11

Computed relative energy (zero: lowest compared OMol25 entry of this formula, charge and spin), in the same sequence as the records: 0.0 98.7 68.1 kcal/mol.